Entry 1:
{
  "formula": "C46H41N2O4S3SbTi",
  "method": "the ωB97M-V functional and the def2-TZVPD basis",
  "mol_weight_g_mol": 951.7,
  "relative_energy_kj_mol": 267.9,
  "total_charge": -2,
  "gap_ev": 5.2,
  "homo_ha": -0.043,
  "symbols": ["Ti", "O", "N", "C", "C", "C", "C", "C", "S", "H", "H", "H", "H", "O", "S", "C", "C", "C", "C", "H", "H", "H", "H", "H", "H", "H", "H", "O", "C", "C", "C", "C", "O", "N", "H", "H", "H", "H", "C", "C", "C", "C", "C", "C", "C", "C", "C", "C", "C", "C", "C", "C", "C", "H", "H", "H", "H", "H", "H", "H", "H", "H", "H", "S", "Sb", "C", "C", "C", "C", "C", "C", "C", "C", "C", "C", "C", "C", "C", "C", "C", "C", "C", "C", "H", "H", "H", "H", "H", "H", "H", "H", "H", "H", "H", "H", "H", "H", "H"],
  "coordinates": [[-0.56877, 0.77294, -0.52818], [-1.00513, 2.67242, -0.74675], [-0.91461, 3.49061, -1.76968], [-1.14444, 4.79461, -1.50532], [-1.08022, 5.72644, -2.50299], [-0.76620, 5.29223, -3.79657], [-0.52730, 3.96493, -4.03558], [-0.58686, 3.00061, -3.00499], [-0.29624, 1.34167, -3.20309], [-1.36261, 4.98842, -0.46347], [-1.26298, 6.76541, -2.27346], [-0.70435, 6.00497, -4.60961], [-0.27571, 3.60646, -5.02313], [-1.13934, 0.44590, 1.28188], [-0.81233, -0.81400, 2.13341], [-2.39484, -1.71804, 1.97769], [-3.01867, -1.78223, 3.36750], [-2.68596, -0.44088, 4.01632], [-1.19473, -0.22699, 3.79412], [-2.19712, -2.68102, 1.50912], [-2.99864, -1.12350, 1.29187], [-2.58005, -2.59823, 3.95036], [-4.09243, -1.96819, 3.29350], [-2.92683, -0.41716, 5.08078], [-3.24477, 0.36131, 3.52847], [-0.56256, -0.80645, 4.46946], [-0.83373, 0.80215, 3.79883], [1.56929, 1.20570, -0.80309], [1.80851, -0.00306, -0.95875], [3.08076, -0.61908, -1.46534], [2.72470, -2.10468, -1.46857], [1.23182, -2.14995, -1.09870], [0.56189, -3.15878, -1.09084], [0.81778, -0.88584, -0.74743], [3.90961, -0.33473, -0.81715], [3.27180, -0.21550, -2.46104], [3.26779, -2.67354, -0.71342], [2.86987, -2.59855, -2.42874], [-2.14884, -0.13016, -1.21650], [-3.10851, -0.84448, -1.56777], [-4.16040, -1.65007, -1.90296], [-4.40098, -1.98118, -3.31045], [-3.37340, -1.82448, -4.25385], [-3.58455, -2.09478, -5.59327], [-4.82664, -2.53102, -6.04328], [-5.85742, -2.68036, -5.12562], [-5.65068, -2.40795, -3.78199], [-5.00548, -2.16684, -0.81593], [-5.58448, -3.44192, -0.84983], [-6.32024, -3.92530, 0.22105], [-6.50059, -3.15407, 1.36213], [-5.92693, -1.88887, 1.41570], [-5.19462, -1.40389, 0.34546], [-2.40571, -1.47934, -3.91128], [-2.76870, -1.96370, -6.29409], [-4.98835, -2.74362, -7.09306], [-6.83861, -3.00117, -5.45732], [-6.47663, -2.50511, -3.08916], [-5.42865, -4.07096, -1.71729], [-6.74279, -4.92224, 0.16759], [-7.07245, -3.53492, 2.19935], [-6.05099, -1.27107, 2.29743], [-4.74555, -0.41854, 0.39289], [1.67906, 0.49316, 2.86443], [1.57262, 2.74974, 2.13377], [3.65842, 2.71155, 1.24886], [3.97078, 3.63836, 0.25688], [5.20460, 3.64132, -0.39009], [6.16290, 2.69596, -0.05271], [5.87152, 1.75540, 0.93151], [4.63556, 1.76723, 1.56731], [2.38752, 3.68903, 3.93073], [1.72817, 3.52750, 5.15023], [2.21351, 4.10518, 6.31512], [3.37481, 4.86979, 6.28891], [4.04104, 5.04500, 5.08521], [3.54999, 4.45700, 3.92219], [-0.98160, 3.73120, 3.18552], [-2.23866, 3.45730, 3.75375], [-3.37372, 4.25035, 3.57223], [-3.29988, 5.40970, 2.81269], [-2.07211, 5.75084, 2.25427], [-0.96916, 4.92137, 2.43862], [3.22391, 4.37526, -0.03463], [5.41370, 4.37382, -1.16394], [7.12477, 2.68599, -0.55483], [6.61325, 1.00865, 1.20034], [4.40244, 1.01831, 2.31941], [0.81400, 2.94642, 5.17057], [1.68134, 3.96085, 7.24992], [3.75514, 5.32205, 7.19887], [4.95023, 5.63667, 5.04608], [4.09642, 4.59637, 2.99582], [-2.36658, 2.58671, 4.39759], [-4.32005, 3.96354, 4.02737], [-4.17469, 6.03444, 2.66308], [-1.97863, 6.66622, 1.67158], [-0.03812, 5.22337, 1.94652]],
  "atomic_forces_ev_per_a": [[-1.070, -0.317, -0.738], [0.165, -0.380, 0.465], [0.137, -0.006, -0.199], [0.007, 0.009, 0.000], [-0.007, -0.028, 0.040], [0.009, -0.018, -0.020], [-0.011, -0.012, -0.014], [-0.005, 0.011, 0.082], [-0.054, -0.023, 0.252], [-0.016, 0.028, 0.022], [-0.002, -0.011, 0.015], [0.000, -0.008, 0.002], [-0.002, -0.005, 0.003], [0.319, 0.299, -0.663], [0.164, -0.164, 0.355], [-0.061, 0.064, -0.022], [-0.010, 0.006, 0.002], [-0.004, -0.038, 0.005], [-0.190, 0.069, 0.035], [-0.002, -0.002, 0.015], [0.149, -0.070, 0.061], [0.010, -0.002, 0.001], [0.098, -0.022, 0.029], [-0.002, 0.014, -0.002], [0.009, 0.013, -0.007], [-0.003, -0.012, -0.032], [-0.081, 0.006, 0.059], [-0.134, 0.109, 0.144], [0.145, -0.056, 0.075], [-0.017, -0.025, 0.035], [-0.033, 0.029, 0.018], [-0.092, -0.458, 0.129], [0.119, 0.202, -0.009], [-0.122, 0.666, -0.117], [-0.007, 0.008, 0.024], [0.039, 0.011, 0.013], [0.001, 0.008, -0.002], [-0.015, 0.009, 0.011], [0.805, 0.469, 0.256], [-0.532, -0.504, -0.083], [0.105, 0.130, -0.004], [0.053, 0.094, 0.212], [-0.013, -0.022, -0.096], [-0.010, 0.020, 0.041], [-0.021, -0.017, -0.078], [0.040, 0.008, 0.026], [-0.029, -0.020, -0.079], [0.212, 0.104, -0.084], [-0.079, -0.056, 0.055], [0.025, 0.020, -0.038], [-0.028, -0.009, 0.063], [-0.042, -0.004, -0.084], [-0.164, -0.026, 0.022], [0.003, 0.002, 0.001], [0.010, -0.002, -0.020], [-0.003, -0.005, -0.011], [-0.008, -0.006, -0.015], [0.006, 0.011, -0.006], [0.006, 0.007, 0.012], [-0.011, -0.009, 0.012], [-0.011, -0.003, 0.008], [-0.048, 0.016, -0.001], [-0.085, 0.026, -0.048], [0.250, 0.107, -0.105], [0.275, -0.093, 0.001], [-0.088, -0.026, 0.046], [0.003, 0.020, -0.017], [-0.016, 0.009, 0.001], [0.005, -0.022, 0.009], [0.007, 0.015, -0.019], [-0.028, -0.021, 0.032], [-0.029, 0.037, 0.024], [-0.011, -0.031, -0.032], [0.006, 0.005, 0.011], [-0.010, -0.012, -0.012], [0.000, 0.010, -0.008], [-0.013, 0.011, -0.031], [0.004, -0.071, -0.022], [0.020, 0.065, 0.041], [-0.001, -0.012, 0.015], [-0.012, 0.023, -0.007], [0.004, 0.005, 0.004], [-0.003, -0.043, -0.034], [0.007, -0.006, -0.004], [-0.004, -0.003, 0.006], [-0.005, 0.000, 0.003], [-0.003, 0.005, 0.000], [-0.004, 0.004, -0.004], [-0.003, 0.004, 0.004], [0.001, 0.002, -0.007], [-0.001, 0.000, -0.005], [-0.005, -0.002, 0.005], [0.000, -0.011, -0.005], [0.020, -0.124, 0.002], [0.013, -0.003, -0.007], [0.004, -0.001, -0.003], [-0.006, 0.017, -0.001], [0.011, 0.011, -0.007]]
}



Entry 2:
{
  "formula": "C6H4BBr2F18O9P3V",
  "method": "the ωB97M-V functional and the def2-TZVPD basis",
  "s2": 0.78,
  "mol_weight_g_mol": 876.5,
  "spin_multiplicity": 2,
  "relative_energy_kj_mol": 32.7,
  "total_charge": -2,
  "gap_ev": [7.6, 8.3],
  "homo_ha": [-0.195, -0.195],
  "symbols": ["O", "V", "P", "F", "F", "F", "F", "F", "F", "P", "F", "F", "F", "F", "F", "F", "P", "F", "F", "F", "F", "F", "F", "O", "C", "O", "B", "O", "C", "O", "O", "C", "O", "C", "O", "O", "Br", "C", "C", "Br", "H", "H", "H", "H"],
  "coordinates": [[-1.65682, 0.22041, 2.13713], [-0.37054, -0.33948, 1.45563], [0.28710, -2.99772, 2.25879], [-1.18324, -2.37629, 1.93001], [0.60052, -1.47704, 2.86985], [-0.20614, -3.45646, 3.72097], [1.76228, -3.49149, 2.58203], [-0.07692, -4.36460, 1.57217], [0.69811, -2.33177, 0.80321], [-2.65273, -0.79973, -1.60236], [-3.25494, -2.05958, -0.82003], [-1.65369, -1.75573, -2.47204], [-3.66309, -0.91386, -2.90713], [-1.92105, 0.45257, -2.37833], [-3.69990, 0.19563, -0.94863], [-1.59164, -0.60232, -0.34837], [0.95841, 2.54457, 1.13646], [1.08053, 1.10661, 1.95058], [2.24921, 2.13835, 0.28394], [-0.11841, 1.88582, 0.12010], [0.92766, 3.96432, 0.32375], [-0.30769, 2.90471, 2.05585], [1.90249, 3.24740, 2.22444], [7.23614, -2.33003, -2.13406], [6.23794, -1.66871, -2.10953], [4.99569, -2.09822, -1.94621], [4.05417, -0.97675, -2.08826], [4.91421, 0.20693, -2.32449], [6.17323, -0.17932, -2.41893], [7.10563, 0.48411, -2.78001], [3.10806, -1.11485, -3.24823], [1.89335, -0.77428, -2.89188], [0.93467, -0.60712, -3.58181], [1.92136, -0.54462, -1.34120], [3.14254, -0.75241, -0.96402], [0.97745, -0.24052, -0.64768], [-3.61387, 3.64022, 2.87419], [-4.38493, 2.48421, 1.49829], [-5.86549, 2.25520, 1.68260], [-6.39910, 1.09231, 0.14848], [-3.87086, 1.52826, 1.53412], [-4.09935, 3.02953, 0.60679], [-6.41715, 3.18945, 1.62770], [-6.15315, 1.68226, 2.55610]],
  "atomic_forces_ev_per_a": [[2.065, -0.565, -0.526], [-1.352, 1.050, -0.918], [0.385, -2.424, 0.193], [-0.858, 0.126, -0.048], [0.481, 1.193, 0.418], [-0.011, 0.326, -0.689], [-0.174, 0.783, -0.299], [-0.246, -0.009, 0.055], [0.333, -0.116, 0.589], [0.220, 0.429, -4.955], [-0.120, 0.175, -0.159], [0.072, -0.249, 1.659], [-0.365, -0.420, 0.986], [-0.329, -0.150, 1.194], [0.115, 0.161, 0.984], [0.640, -0.033, 0.709], [0.541, 4.040, -1.335], [-0.587, -1.794, 0.290], [-0.580, -0.675, 0.026], [0.575, -0.501, 0.062], [-0.743, -0.764, 0.327], [-0.070, 0.159, 0.287], [0.238, -0.557, 0.530], [-0.103, -0.182, 0.286], [0.066, -0.365, -0.434], [-0.429, -0.102, 0.305], [-0.473, 0.366, -0.934], [0.163, -0.093, 0.149], [0.001, 0.632, -0.393], [-0.025, 0.104, 0.229], [0.986, -0.399, 0.078], [-0.908, 0.644, 0.509], [0.238, -0.199, -0.130], [-0.459, -0.111, -0.694], [0.720, -0.119, 1.280], [0.150, -0.385, 0.333], [-0.247, -0.123, 0.322], [0.283, -0.256, 0.275], [0.038, 0.014, -0.906], [-0.190, 0.570, 0.583], [0.261, 0.160, -0.011], [-0.397, -0.314, -0.294], [-0.181, -0.136, -0.073], [0.276, 0.106, 0.143]]
}



Entry 3:
{
  "formula": "C21H46FGaNO15S",
  "method": "the ωB97M-V functional and the def2-TZVPD basis",
  "mol_weight_g_mol": 673.4,
  "total_charge": -1,
  "gap_ev": 6.2,
  "homo_ha": -0.159,
  "symbols": ["N", "C", "Ga", "F", "S", "H", "H", "H", "H", "H", "H", "C", "C", "O", "C", "O", "O", "C", "H", "H", "H", "H", "H", "H", "H", "H", "C", "C", "O", "C", "O", "O", "C", "H", "H", "H", "H", "H", "H", "H", "H", "C", "C", "O", "C", "O", "O", "C", "H", "H", "H", "H", "H", "H", "H", "H", "C", "C", "O", "C", "O", "O", "C", "H", "H", "H", "H", "H", "H", "H", "H", "C", "C", "O", "C", "O", "O", "C", "H", "H", "H", "H", "H", "H", "H", "H"],
  "coordinates": [[3.29894, 2.29035, 0.54731], [2.80018, 2.06299, 1.93256], [3.33408, 3.36652, 3.37760], [4.37628, 2.53813, 4.61677], [4.71794, 5.06214, 2.57729], [4.31340, 2.26527, 0.55410], [3.06312, 3.22745, 0.23979], [3.11943, 1.05542, 2.23625], [1.69973, 2.05770, 1.88827], [2.10340, 4.01444, 4.17177], [4.42414, 5.09602, 1.27775], [-3.09242, 0.05592, -2.35597], [-2.80866, 0.27234, -0.88722], [-1.77377, -0.60732, -0.41300], [-0.52434, -0.24171, -0.75023], [-0.23108, 0.76484, -1.33960], [0.31065, -1.16086, -0.28727], [1.70779, -0.87574, -0.50177], [-3.34030, -0.99194, -2.53489], [-3.93784, 0.66833, -2.67162], [-2.22674, 0.32804, -2.95800], [-3.67238, 0.01382, -0.27619], [-2.52744, 1.30468, -0.68121], [1.98416, 0.09019, -0.07716], [1.92156, -0.87135, -1.56970], [2.23659, -1.68691, -0.01182], [-2.83526, 3.61800, 6.40456], [-2.76625, 2.15511, 6.77994], [-3.10720, 1.29257, 5.67602], [-2.13760, 1.16201, 4.76310], [-1.04563, 1.65807, 4.81482], [-2.58460, 0.37333, 3.78304], [-1.62072, 0.15117, 2.73961], [-3.82379, 3.86487, 6.01466], [-2.64886, 4.22846, 7.28920], [-2.08167, 3.85991, 5.65741], [-3.50347, 1.90273, 7.54057], [-1.77380, 1.88850, 7.14214], [-0.68681, -0.22212, 3.15454], [-1.41837, 1.07830, 2.20443], [-2.07250, -0.58582, 2.08479], [-5.89100, -5.04682, -6.67816], [-5.50052, -6.06939, -5.63608], [-4.10481, -5.98055, -5.28987], [-3.78625, -4.97813, -4.46798], [-4.55714, -4.19138, -3.98056], [-2.47004, -5.00355, -4.27399], [-1.97148, -3.94303, -3.44261], [-5.26466, -5.14884, -7.56495], [-6.93010, -5.20473, -6.96965], [-5.79176, -4.03642, -6.28540], [-5.60719, -7.08400, -6.01554], [-6.09577, -5.96551, -4.72949], [-2.49227, -3.92333, -2.48824], [-2.09148, -2.98421, -3.94360], [-0.91890, -4.16297, -3.29440], [5.40221, 8.12171, 5.16881], [3.94706, 8.48126, 5.32997], [3.71487, 9.90917, 5.20705], [3.72839, 10.40373, 3.98057], [3.87608, 9.80468, 2.94873], [3.52977, 11.73356, 4.06759], [3.53672, 12.40085, 2.80630], [6.02612, 8.70059, 5.85270], [5.52800, 7.05855, 5.37222], [5.73372, 8.30224, 4.14735], [3.59088, 8.26641, 6.33537], [3.32765, 7.94482, 4.61203], [2.81555, 11.94977, 2.12689], [4.52545, 12.35333, 2.35090], [3.26826, 13.43048, 3.02573], [-1.23891, -7.90529, -5.18095], [0.11852, -7.40527, -5.60953], [1.13230, -7.66564, -4.61575], [1.58641, -8.91205, -4.57509], [1.27415, -9.81531, -5.31095], [2.47376, -9.00183, -3.58201], [3.04041, -10.30280, -3.40691], [-1.51417, -7.46868, -4.22115], [-1.98661, -7.59956, -5.91335], [-1.24811, -8.99170, -5.09876], [0.12238, -6.32092, -5.70299], [0.43463, -7.84292, -6.55616], [3.48101, -10.65735, -4.33672], [2.27897, -11.00951, -3.08016], [3.80006, -10.18032, -2.64133]],
  "atomic_forces_ev_per_a": [[0.017, -0.314, -0.159], [0.008, 0.109, -0.112], [-0.458, 0.152, -0.041], [0.231, -0.148, 0.154], [0.292, 0.148, 0.208], [-0.033, 0.096, 0.074], [-0.014, -0.007, 0.103], [-0.144, 0.120, -0.041], [0.184, -0.142, 0.006], [0.052, 0.032, 0.031], [-0.161, -0.115, -0.156], [0.028, -0.110, -0.037], [-0.060, 0.042, 0.104], [0.073, -0.051, -0.215], [-0.060, 0.200, 0.246], [0.003, -0.119, -0.108], [-0.031, -0.065, -0.001], [0.022, 0.137, -0.024], [-0.039, 0.022, -0.041], [-0.009, 0.005, 0.023], [-0.002, 0.012, 0.008], [0.003, 0.007, -0.008], [0.050, -0.015, -0.011], [0.005, -0.008, -0.001], [0.005, 0.005, 0.000], [0.021, 0.022, 0.015], [-0.037, -0.015, -0.046], [-0.008, -0.076, 0.079], [0.033, 0.091, -0.039], [0.018, -0.088, -0.082], [-0.034, 0.006, 0.061], [0.038, 0.066, 0.057], [-0.038, -0.078, 0.036], [0.005, 0.016, 0.008], [-0.001, 0.009, -0.001], [0.002, 0.002, 0.012], [0.008, 0.020, 0.005], [0.005, 0.010, -0.024], [-0.003, 0.000, 0.002], [-0.017, -0.001, -0.003], [0.039, 0.030, -0.032], [0.049, 0.007, -0.018], [-0.028, -0.101, 0.056], [0.006, 0.063, -0.027], [-0.053, 0.016, 0.026], [0.052, -0.028, -0.036], [-0.014, 0.084, 0.002], [0.076, -0.018, 0.046], [-0.016, 0.003, -0.007], [-0.003, 0.010, -0.007], [-0.011, -0.008, 0.001], [-0.017, 0.011, -0.003], [0.006, 0.031, -0.006], [-0.011, -0.003, -0.005], [-0.019, 0.003, 0.004], [-0.001, 0.012, -0.002], [0.081, 0.094, -0.101], [-0.118, -0.100, 0.042], [0.057, 0.008, 0.034], [-0.054, 0.075, -0.092], [0.021, -0.005, 0.061], [0.035, -0.066, 0.005], [-0.026, -0.004, 0.038], [-0.030, -0.045, 0.056], [0.022, -0.002, -0.006], [-0.028, -0.040, -0.006], [0.008, -0.047, -0.015], [0.026, 0.063, -0.059], [-0.007, 0.019, 0.003], [-0.001, -0.004, 0.004], [0.009, 0.009, -0.042], [0.001, -0.090, 0.096], [0.027, 0.123, -0.111], [-0.041, -0.031, 0.054], [0.064, -0.069, -0.059], [-0.016, 0.043, 0.041], [-0.043, 0.020, 0.003], [0.012, 0.036, -0.009], [-0.027, -0.003, -0.045], [-0.001, 0.006, 0.037], [0.023, 0.006, -0.036], [-0.011, -0.007, 0.003], [-0.006, -0.039, 0.023], [0.015, 0.002, 0.012], [-0.003, 0.004, -0.003], [0.005, -0.044, 0.000]]
}



In Ha, the energy values for the records above are, in order, -4472.220681, -9847.828208, -4434.127106.